Arrangement w

Computed, not measured: one molecule with the formula C7H11NO, with ωB97M-V/def2-TZVPD.

Last column: Mulliken charge in e.
CARTESIAN COORDINATES (ANGSTROEM)
C -1.56549 -0.47269 -1.22730  -1.127
C 1.77017 1.53889 -0.51814  -1.226
C 0.03643 0.27236 0.84563  0.449
C -1.27479 -0.72560 0.23444  0.565
C 1.18422 0.25221 -0.00589  0.517
C 1.62210 -0.97507 -0.42895  -0.406
C -0.18976 0.82108 2.02579  -1.103
O 1.01061 -2.08592 -0.08876  -0.571
N -2.14309 -1.03847 1.10488  -0.677
H -0.05117 -1.75258 0.22325  0.353
H -3.07458 -1.19366 0.72042  0.257
H 2.35842 -1.06673 -1.22480  0.356
H -2.41073 -1.07589 -1.55833  0.442
H -0.69653 -0.72408 -1.83503  0.291
H -1.79160 0.58217 -1.38656  0.286
H 1.06173 2.06884 -1.16102  0.251
H 2.01722 2.20548 0.30874  0.299
H 2.66745 1.34218 -1.10561  0.385
H 0.60334 1.33749 2.54811  0.308
H -1.13396 0.69001 2.52915  0.351

Values from the calculation:
- Structure (SMILES): [H]/N=C(\C)C(=C)/C(C)=C\O
- Highest occupied orbital energy: -8.15 eV



Arrangement x

Computed, not measured: a 2-piece molecular cluster, C7H11NO overall, with ωB97M-V/def2-TZVPD.

Last column: Mulliken charge in e.
CARTESIAN COORDINATES (ANGSTROEM)
C -0.32562 2.49870 -1.51128  -0.846
C 0.85237 -2.20121 -0.57167  -1.585
C -1.10268 0.67973 1.25164  -1.226
C 0.92336 2.48521 -1.13193  0.739
C 0.19812 -0.85078 -0.40794  0.766
C -0.05957 -0.37577 1.06960  0.854
C 0.37593 -1.10222 2.09525  -1.082
N -0.63095 -0.43335 -1.27284  -0.567
O 2.00227 2.96338 -1.12422  -0.401
H -0.51590 -0.83643 -2.20110  0.170
H -0.88191 3.31275 -1.93319  0.284
H -0.86922 1.56647 -1.47252  0.241
H 1.84119 -2.21186 -0.12118  0.365
H 0.90303 -2.48889 -1.62121  0.409
H 0.27771 -2.99564 -0.09630  0.360
H -1.95160 0.53629 0.58910  0.308
H -0.63311 1.64449 1.06608  0.266
H -1.46800 0.68691 2.27719  0.398
H 0.02305 -0.93272 3.10098  0.282
H 1.04153 -1.94509 2.01554  0.266

Values from the calculation:
- Structure (SMILES): [H]/N=C(\C)C(=C)C.C=C=O
- Highest occupied orbital energy: -8.79 eV



Arrangement y

Computed, not measured: one molecule with the formula C7H11NO, with ωB97M-V/def2-TZVPD.

Last column: Mulliken charge in e.
CARTESIAN COORDINATES (ANGSTROEM)
C -0.27348 2.02240 -0.51959  -0.315
C -0.91191 0.63494 -0.39652  -0.166
C -0.93337 -0.79920 -0.90048  -0.711
C -0.20714 -1.51888 0.25459  -0.104
C 1.28622 -1.28103 0.33539  -0.542
C -0.23627 -0.73323 1.60663  -0.548
C 0.51395 0.84147 -0.04841  0.125
H 0.80282 3.30221 -1.62115  0.329
H -0.67782 2.77391 0.14632  0.370
H -1.49234 0.71252 0.51116  0.048
H -1.96362 -1.13268 -1.00048  0.347
H -0.43208 -0.91218 -1.88484  0.244
H -0.41037 -2.55830 0.32308  0.519
H 1.84930 -1.17345 -0.59681  0.288
H 1.84207 -1.95298 1.01193  0.305
H -1.09534 -0.13510 1.92071  0.260
H 0.04800 -1.41942 2.39914  0.321
H 1.14142 0.74532 -0.93336  0.254
N 0.99660 0.01481 1.15774  -0.504
O 0.15336 2.56886 -1.76503  -0.520

Values from the calculation:
- Structure (SMILES): O[C@H]1[C@H]2CC3CN(C3)[C@H]12
- Highest occupied orbital energy: -8.05 eV



Arrangement z

Computed, not measured: one molecule with the formula C7H11NO, with ωB97M-V/def2-TZVPD.

Last column: Mulliken charge in e.
CARTESIAN COORDINATES (ANGSTROEM)
C -2.08586 -1.73164 -0.57239  0.051
C 0.72124 -2.80450 0.72957  -0.736
C 0.49686 -1.75192 0.01587  -0.224
C -0.84899 -0.96742 -0.36760  0.950
C 0.52582 2.24216 0.80106  -1.250
C -1.01961 0.52114 -0.07619  -0.999
C 0.04179 1.53178 -0.43628  -0.220
N -1.31514 -1.58945 -1.64181  -0.397
O -3.01590 -2.25955 -0.11644  -0.528
H 1.66941 -3.20496 0.87460  0.308
H -0.04193 -3.36635 1.21923  0.278
H 1.29500 -1.25036 -0.58588  0.159
H 1.45837 2.79735 0.63302  0.340
H 0.61801 1.49857 1.58546  0.360
H -0.34718 2.83634 1.03433  0.330
H -2.06233 0.86592 -0.38766  0.335
H -1.03902 0.56753 0.91728  0.462
H 0.81249 0.86086 -0.94899  0.220
H -0.17357 2.28873 -1.25732  0.319
H -1.24517 -1.30597 -2.61717  0.242

Values from the calculation:
- Structure (SMILES): C=C[C@@]1(CCC)NC1=O
- Highest occupied orbital energy: -9.42 eV



Energy above the most stable structure, in hartree: arrangement w 0.0060; arrangement x 0.0000; arrangement y 0.0679; arrangement z 0.0141



Arrangement w

Computed, not measured: C21H33N6OPS3SiSr as an isolated structure, with ωB97M-V/def2-TZVPD.

Last column: Mulliken charge in e.
CARTESIAN COORDINATES (ANGSTROEM)
Sr 0.68293 -1.34493 0.19250  0.660
C 3.66005 1.67341 2.01626  -0.885
C 2.57249 2.11243 2.97016  0.275
N 1.86870 3.27250 2.74957  -0.982
N 1.58667 3.46573 1.45465  0.259
C 1.10951 3.11670 0.44793  0.506
N 0.63516 2.89180 -0.75618  -0.367
S 0.58621 -0.02081 -2.24297  -0.679
C 2.15731 1.26424 4.02178  0.044
C 2.62669 -0.17340 4.01175  -0.566
C 2.40461 -0.82464 5.37375  0.779
C 0.93975 -0.65099 5.65788  -0.804
C 0.44129 0.58361 5.39296  -0.402
N 1.09877 1.59731 4.75651  -0.713
H 3.74528 0.59643 1.91876  -0.019
H 4.63026 2.05927 2.35178  0.228
H 3.49575 2.05332 1.01355  0.427
H -0.36433 2.70819 -0.81388  0.131
H 1.15943 2.17616 -1.31951  0.160
H 3.62797 -0.34612 3.63062  1.124
H 2.95218 -0.25069 6.14097  0.362
H 0.37809 -1.35834 6.25786  0.364
H -0.57259 0.82777 5.70305  0.390
S -1.57004 -3.02495 -0.86224  -0.451
C -1.00787 -3.65780 -2.37588  0.471
C -2.02878 -4.30719 -3.15661  -0.121
N -2.87210 -4.81031 -3.76201  -0.610
C 0.25647 -3.60064 -2.90003  0.553
S 1.66912 -2.90665 -2.16861  -0.352
C 0.48156 -4.19232 -4.19124  -0.100
N 0.67361 -4.65242 -5.23170  -0.604
C 2.81322 -1.89021 1.49749  -1.879
Si 1.43611 -0.81501 2.61265  0.444
C 2.89210 -2.26618 5.42027  -1.618
C 0.26277 -2.37322 2.57121  -1.407
O 0.78778 0.33567 1.72868  -0.545
H 2.56368 -2.95761 1.43045  0.583
H 3.63329 -1.88194 2.22788  0.359
H 3.33143 -1.59997 0.56807  0.583
H 2.34541 -2.90312 4.72197  0.199
H 2.76874 -2.68602 6.42193  0.456
H 3.95219 -2.32526 5.15837  0.371
H 0.44516 -3.09129 1.75353  0.796
H -0.80018 -2.15416 2.68998  0.310
H 0.53419 -2.94066 3.46970  0.172
C -1.97527 0.83760 -5.84067  -1.249
C -1.20111 1.61179 -4.77805  -0.396
P -2.08579 2.03853 -3.21376  0.285
C -2.93595 0.45448 -2.77954  -0.289
C -3.13824 0.33617 -1.28064  -0.940
C -3.52078 2.99196 -3.91995  -0.595
C -4.46738 3.49987 -2.83536  -1.263
H -1.31831 0.56292 -6.66930  0.416
H -2.80339 1.41708 -6.25313  0.269
H -2.38047 -0.08935 -5.43396  0.275
H -0.82967 2.55808 -5.18418  0.409
H -0.32611 1.04026 -4.45167  0.195
H -2.30547 -0.37316 -3.11286  0.232
H -3.88995 0.39356 -3.31374  0.435
H -2.15598 0.27208 -0.83971  -0.056
H -3.68581 -0.56942 -1.01720  0.369
H -3.66503 1.20149 -0.86628  0.325
H -4.07305 2.37304 -4.63272  0.315
H -3.10257 3.83512 -4.47961  0.396
H -4.87907 2.66963 -2.25859  0.257
H -5.30748 4.05753 -3.25770  0.394
H -3.94313 4.15309 -2.13498  0.316

Values from the calculation:
- Highest occupied orbital energy (spin up / spin down): -1.18 / -1.44 eV
- Net charge: -2



Arrangement x

Computed, not measured: C21H33N6OPS3SiSr as an isolated structure, with ωB97M-V/def2-TZVPD.

Last column: Mulliken charge in e.
CARTESIAN COORDINATES (ANGSTROEM)
Sr 0.04614 -0.76845 0.64690  1.382
C -2.46286 0.14115 4.52320  -1.485
C -1.89806 0.18965 3.12530  0.300
N -0.62036 0.26005 2.92320  0.937
N 0.14004 0.49155 3.99680  -1.334
C 1.44134 0.43795 3.93480  0.249
N 2.07144 0.85805 5.09700  -0.504
S 2.47244 -0.14965 2.72960  -0.527
C -2.77476 0.12265 1.97180  0.432
C -4.07446 0.65455 1.97420  -0.957
C -4.82326 0.60985 0.81690  -0.334
C -4.28686 0.00935 -0.31270  -1.276
C -3.00376 -0.50345 -0.22400  0.028
N -2.27866 -0.44005 0.86660  0.455
H -2.41396 -0.89215 4.86570  0.236
H -3.49216 0.47465 4.58080  0.440
H -1.82986 0.74055 5.17330  0.377
H 1.56164 1.53935 5.63850  0.224
H 3.06264 1.00955 4.98280  0.229
H -4.47416 1.13415 2.85690  0.311
H -5.80776 1.06105 0.78640  0.368
H -4.83166 -0.03075 -1.24280  0.413
H -2.53486 -0.97805 -1.07130  0.363
S -0.26616 -3.12355 2.35920  -0.286
C -1.58646 -3.81615 1.47760  0.249
C -2.54956 -4.42555 2.28070  0.003
N -3.33926 -4.90125 2.97960  -0.678
C -1.74526 -3.83835 0.10270  0.432
S -0.72266 -3.09935 -1.07650  -0.414
C -2.83826 -4.49195 -0.46650  0.035
N -3.71416 -5.01025 -1.01630  -0.693
C -1.31706 0.80345 -3.47940  -1.376
Si -0.82086 1.85475 -1.94190  0.426
C -2.41826 2.79075 -1.43380  -1.100
C 0.29224 3.28915 -2.60620  -1.354
O -0.13146 1.04375 -0.80580  -0.522
H -0.81636 1.13065 -4.38880  0.425
H -2.38946 0.84305 -3.66040  0.377
H -1.05706 -0.24035 -3.32510  0.295
H -2.82056 3.40055 -2.24090  0.379
H -2.22396 3.44925 -0.59010  0.275
H -3.19406 2.09395 -1.13310  0.184
H -0.12366 3.76785 -3.48970  0.398
H 1.28754 2.94185 -2.86850  0.291
H 0.41214 4.05465 -1.84370  0.309
C 4.10384 2.22555 -1.02430  -1.511
C 2.88984 1.55695 -0.39050  0.188
P 2.47444 -0.17195 -0.89420  0.744
C 4.11354 -1.02455 -0.59920  -0.782
C 3.91284 -2.50825 -0.31310  -1.106
C 2.47554 -0.01425 -2.73830  -0.205
C 2.22544 -1.35175 -3.41690  -1.455
H 4.29654 3.17875 -0.53010  0.452
H 3.93684 2.42715 -2.08000  0.299
H 4.99434 1.60775 -0.92210  0.277
H 1.98374 2.12975 -0.58830  -0.062
H 3.01574 1.51235 0.69460  0.266
H 4.54924 -0.55785 0.28810  0.447
H 4.78804 -0.88485 -1.45130  0.446
H 3.24104 -2.62885 0.53810  0.228
H 4.86574 -2.98285 -0.07490  0.396
H 3.47114 -3.02325 -1.16340  0.245
H 3.41964 0.41945 -3.08560  0.468
H 1.65724 0.66605 -2.96920  -0.306
H 3.02194 -2.05615 -3.18910  0.351
H 2.16914 -1.23265 -4.49930  0.409
H 1.28884 -1.77525 -3.06400  0.233

Values from the calculation:
- Highest occupied orbital energy: -1.00 eV
- Net charge: -2



Energy above the most stable structure, in hartree: arrangement w 0.2880; arrangement x 0.0000



Arrangement w

Computed, not measured: C19H28ClLuO2 as an isolated structure, with ωB97M-V/def2-TZVPD.

Last column: Mulliken charge in e.
CARTESIAN COORDINATES (ANGSTROEM)
O -0.21601 1.33998 -3.33648  0.223
C 0.79058 1.87359 -4.34789  -0.012
C -0.11852 3.07300 -4.61448  -0.728
H 0.94552 1.16355 -5.16009  -0.115
H 1.71582 2.08083 -3.79995  -0.021
C -1.18019 2.34639 -3.76828  1.428
H -0.34062 3.18089 -5.66401  0.313
H 0.31829 3.98986 -4.18356  0.339
C -2.21735 1.70171 -4.63110  -1.396
H -1.85077 0.80630 -5.15994  0.111
H -2.58312 2.39052 -5.40253  0.438
H -3.09831 1.41695 -4.03561  0.335
C -1.80163 3.14172 -2.64276  -1.709
H -1.08182 3.78157 -2.12235  0.350
H -2.29885 2.47130 -1.92939  0.230
H -2.58897 3.76919 -3.06818  0.454
Lu 0.29149 -0.95949 -2.05821  1.544
C 1.36266 0.42351 0.42614  -0.741
C 2.26801 -0.58023 -0.04785  -0.436
C 2.84051 -0.11089 -1.28328  -1.229
H 2.54205 -1.47790 0.48229  0.475
C 2.31388 1.20269 -1.51648  -0.675
C 1.37988 1.50166 -0.48823  -0.413
H 0.84418 2.45117 -0.37441  0.417
H 0.80713 0.37825 1.36055  0.605
H 3.61595 -0.61051 -1.85314  0.408
H 2.71834 1.91329 -2.23879  0.938
C -0.87564 -1.44997 0.22165  -0.301
C -1.45079 -0.20390 -0.21623  -0.644
C -2.19595 -0.45854 -1.39832  -0.194
H -1.39429 0.74838 0.31315  0.382
C -1.98230 -1.82215 -1.78213  -0.970
C -1.16867 -2.44558 -0.75912  -0.945
H -0.89746 -3.48751 -0.71057  0.582
H -0.40009 -1.65298 1.17104  0.463
H -2.93967 0.21500 -1.82360  0.637
H -2.45609 -2.33887 -2.61529  0.562
O 0.34479 -1.50325 -4.57894  -0.347
C -0.12954 -1.17037 -6.00259  -0.348
C 0.59399 -2.09555 -7.00879  -0.616
H 0.09251 -0.13367 -6.21076  0.263
H -1.21139 -1.33737 -6.05013  0.283
C 1.47250 -3.02455 -6.19890  -0.634
H 1.18206 -1.50812 -7.71699  0.233
H -0.13762 -2.65041 -7.61229  0.282
C 1.16727 -2.69835 -4.74281  -0.669
H 2.53090 -2.84962 -6.40170  0.236
H 1.27289 -4.08045 -6.41484  0.288
H 2.09355 -2.51294 -4.20913  0.444
H 0.63828 -3.53493 -4.28789  0.420
Cl 1.49992 -2.99132 -1.83841  -0.538

Values from the calculation:
- Highest occupied orbital energy: -6.87 eV



Arrangement x

Computed, not measured: C19H28ClLuO2 as an isolated structure, with ωB97M-V/def2-TZVPD.

Last column: Mulliken charge in e.
CARTESIAN COORDINATES (ANGSTROEM)
O -0.06953 -0.57196 0.47582  0.053
C -0.65057 -0.83718 -0.83414  0.483
C -0.47894 -2.33054 -0.76912  -0.716
H 0.04310 -0.37087 -1.55346  -1.024
H -1.64541 -0.39334 -0.93237  0.692
C 0.48570 -2.01398 0.39271  1.059
H -0.05660 -2.85913 -1.63763  0.353
H -1.41406 -2.80078 -0.44983  0.390
C 1.90906 -1.86519 -0.11378  -1.071
H 1.96432 -0.98762 -0.77932  0.114
H 2.21957 -2.74482 -0.70480  0.390
H 2.61713 -1.69348 0.70623  0.315
C 0.18719 -2.83221 1.62481  -1.666
H -0.88410 -3.02789 1.71809  0.361
H 0.51705 -2.36065 2.55201  0.249
H 0.65096 -3.81983 1.56018  0.439
Lu -0.45597 1.50780 1.34268  1.181
C -2.40588 1.07235 3.29635  -0.469
C -2.82885 2.06015 2.35863  -0.652
C -3.06932 1.40003 1.11268  -0.976
H -3.00989 3.11321 2.55850  0.452
C -2.77756 0.01542 1.29001  -0.341
C -2.26744 -0.16291 2.60621  -0.569
H -1.88291 -1.09318 3.01884  0.342
H -2.30090 1.19948 4.37257  0.508
H -3.44022 1.85992 0.19994  0.458
H -3.00951 -0.79489 0.59857  0.676
C 0.44667 2.25281 3.62757  -0.810
C 0.62370 0.84311 3.76384  -0.239
C 1.47005 0.39899 2.71611  -0.566
H 0.28269 0.21774 4.59246  0.412
C 1.94637 1.55510 2.01462  -0.805
C 1.32425 2.70703 2.59512  -0.664
H 1.55440 3.74467 2.34732  0.494
H -0.19856 2.86531 4.26073  0.467
H 1.81825 -0.61990 2.57504  0.719
H 2.74083 1.54956 1.27377  0.497
O 1.06425 0.45938 -2.60310  -0.441
C 1.18739 -0.83870 -3.31780  0.002
C 1.19291 -0.59065 -4.82344  -0.633
H 0.28840 -1.46214 -3.15342  0.056
H 2.03595 -1.40329 -2.91146  0.355
C 0.59085 0.82245 -4.96110  -0.464
H 0.55701 -1.34147 -5.30087  0.258
H 2.19663 -0.70786 -5.24588  0.299
C 0.45021 1.39463 -3.54260  -0.469
H -0.39265 0.77151 -5.43091  0.258
H 1.22805 1.47584 -5.55830  0.284
H -0.60610 1.52448 -3.26192  0.217
H 0.90703 2.38439 -3.44997  0.308
Cl -0.65498 3.32913 -0.21617  -0.567

Values from the calculation:
- Highest occupied orbital energy: -7.36 eV



Energy above the most stable structure, in hartree: arrangement w 0.0256; arrangement x 0.0000